(1)
86
Properties=species:S:1:pos:R:3 method="wB97M-V/def2-TZVPD" homo_lumo_gap_ha="0.1943 / 0.1965" e_tot_ha=-5092.714506 de_lowest_kcal_mol=55.9 charge=+1 spin_multiplicity=2 e_lumo_ev="-4.4 / -4.4"
Ce -0.0517 -0.6892 -0.0339
C 2.8632 -0.4219 0.5747
C 2.6433 -1.0749 -0.6784
C 2.2799 1.1963 -0.9539
C 2.7050 0.9795 0.3759
C 2.2205 -0.0674 -1.6228
C 3.2990 -1.0597 1.8455
H 2.9478 -2.1007 1.9011
H 2.8945 -0.5082 2.7120
H 4.4012 -1.0669 1.9347
C 3.0467 2.0570 1.3326
H 3.3241 1.6500 2.3065
H 2.1989 2.7345 1.4962
H 3.8793 2.6656 0.9520
C 2.1050 2.5281 -1.5838
H 3.0388 2.8616 -2.0632
H 1.8268 3.2897 -0.8458
H 1.3218 2.5188 -2.3489
C 1.9377 -0.2957 -3.0645
H 2.8547 -0.3891 -3.6754
H 1.3409 0.5233 -3.4883
H 1.3709 -1.2302 -3.1893
C 3.0127 -2.4791 -1.0104
H 4.1018 -2.6547 -1.0418
H 2.6369 -2.7593 -1.9970
H 2.5974 -3.1647 -0.2632
C -1.3028 -2.6799 0.1874
C -0.0227 -3.1714 0.4213
C 0.3310 -4.5652 -0.0940
C 0.5961 -4.7194 -1.6102
C 0.2865 -3.5412 -2.4973
C -0.9848 -3.1249 -2.6530
C -2.1077 -3.8718 -1.9766
C -2.3243 -3.5855 -0.4824
H -0.4541 -5.3038 0.1505
H 0.0158 -5.6016 -1.9338
H 1.2246 -4.9266 0.4349
H -2.3601 -4.5629 0.0203
H -1.7748 -1.8511 0.7873
H 0.6078 -2.8086 1.2670
H -3.3244 -3.1583 -0.3415
H -3.0476 -3.6569 -2.4976
H -1.2703 -2.3951 -3.4097
H -1.9622 -4.9618 -2.0670
H 1.6513 -4.9889 -1.7451
H 1.0773 -3.2163 -3.1769
P -0.6140 -0.5985 3.1274
C 0.2037 0.6095 4.2222
H -0.1739 0.5117 5.2516
H -0.0200 1.6215 3.8510
H 1.2921 0.4459 4.2023
C -2.3801 -0.1387 3.2843
H -2.6304 -0.0657 4.3552
H -2.9919 -0.9156 2.7998
H -2.5325 0.8413 2.7908
C -0.4295 -2.1880 4.0315
H -1.0409 -2.9535 3.5266
H -0.7529 -2.0662 5.0776
H 0.6357 -2.4756 3.9960
P -2.0635 0.5274 -1.9632
C -1.6746 0.3493 -3.7447
H -2.6053 0.3250 -4.3319
H -1.1060 -0.5806 -3.8990
H -1.0474 1.1993 -4.0580
C -3.6306 -0.3850 -1.6992
H -3.5089 -1.4435 -1.9824
H -4.4369 0.0754 -2.2927
H -3.8906 -0.3337 -0.6282
C -2.5820 2.2844 -1.8474
H -3.4287 2.4929 -2.5233
H -1.7242 2.9196 -2.1253
H -2.8771 2.5138 -0.8093
Br 1.0061 3.9571 3.4691
C 0.3776 4.8415 1.9388
C 0.5760 6.2249 1.8887
C -0.0587 7.0094 0.9187
C -0.9187 6.3916 -0.0081
C -1.1254 5.0060 0.0470
C -0.4515 4.1948 0.9865
C -0.8806 2.7362 1.1620
O -1.8708 2.6137 1.9039
O -0.2880 1.7469 0.5441
H 1.2254 6.7019 2.6247
H 0.1328 8.0800 0.8789
H -1.4566 7.0002 -0.7399
H -1.9084 4.5722 -0.5801

(2)
87
Properties=species:S:1:pos:R:3 method="wB97M-V/def2-TZVPD" homo_lumo_gap_ha="0.3043 / 0.3098" e_tot_ha=-5361.951459 charge=+2 spin_multiplicity=8 e_lumo_ev="-5.6 / -5.5"
C 3.2797 -2.2002 1.7662
C 2.5685 -2.6210 0.6195
C 1.9456 -3.8868 0.6560
C 2.0896 -4.6755 1.8042
N 2.7579 -4.2584 2.8848
C 3.3655 -3.0702 2.8588
C 2.4333 -1.7862 -0.5255
C 2.3695 -1.1098 -1.5543
C 2.5527 -0.3541 -2.7575
C 1.6208 0.6360 -3.1585
C 1.7999 1.3629 -4.3294
C 2.9407 1.1081 -5.0973
C 3.8848 0.1353 -4.7371
C 3.6926 -0.5790 -3.5620
Eu 0.3896 0.3790 -0.2128
P -0.9371 -0.8190 2.2836
H 1.3493 -4.2426 -0.1784
H 3.7369 -1.2121 1.8174
H 1.6309 -5.6678 1.8447
H 3.9367 -2.7786 3.7528
H 4.4155 -1.3242 -3.2346
H 0.6832 0.8274 -2.5946
H 4.7536 -0.0597 -5.3642
H 1.0535 2.1015 -4.6318
C -2.4837 -0.0507 2.9570
C -3.3525 -0.8133 3.9544
H -3.0808 0.1866 2.0598
H -2.1675 0.9090 3.3942
H -4.2487 -0.2098 4.1519
H -3.6944 -1.7832 3.5734
H -2.8584 -0.9701 4.9227
C -1.2632 -2.6427 2.3791
C -0.9835 -3.3994 3.6743
H -0.6457 -3.0714 1.5725
H -2.3145 -2.7829 2.0806
H -1.2545 -4.4532 3.5233
H 0.0782 -3.3866 3.9536
H -1.5786 -3.0392 4.5241
C 0.3151 -0.5048 3.6058
C -0.1248 -0.3893 5.0635
H 0.7990 0.4413 3.3055
H 1.0775 -1.2900 3.4987
H 0.7595 -0.1435 5.6658
H -0.8559 0.4116 5.2249
H -0.5317 -1.3237 5.4700
Br 3.1907 2.1214 -6.6928
P -1.9373 -0.8809 -1.7029
C -3.3028 -1.8612 -0.9647
C -4.6318 -1.8654 -1.7106
H -3.4428 -1.4472 0.0518
H -2.9279 -2.8879 -0.8316
H -5.3626 -2.4081 -1.0987
H -5.0199 -0.8517 -1.8704
H -4.5732 -2.3839 -2.6770
C -2.7144 0.4934 -2.6554
C -3.1531 0.2073 -4.0875
H -1.9769 1.3167 -2.6503
H -3.5658 0.8492 -2.0537
H -3.5222 1.1463 -4.5193
H -2.3256 -0.1407 -4.7191
H -3.9774 -0.5165 -4.1422
C -1.0896 -1.9520 -2.9362
C -1.9348 -3.0276 -3.6076
H -0.2437 -2.4154 -2.3976
H -0.6373 -1.2884 -3.6896
H -1.2738 -3.6241 -4.2481
H -2.3949 -3.7080 -2.8810
H -2.7158 -2.6104 -4.2572
O -0.4316 2.5631 -0.5265
C 0.2449 3.6397 -0.4925
C -0.3498 4.9256 0.0226
C 0.3447 5.4552 1.2756
C 1.6710 6.1501 0.9962
C 2.7473 5.2081 0.4616
C 2.4574 4.7317 -0.9524
N 1.5133 3.6007 -0.9492
H -0.3052 5.6656 -0.7908
H -1.4081 4.7403 0.2403
H -0.3330 6.1695 1.7549
H 0.4832 4.6305 1.9901
H 1.5188 6.9690 0.2754
H 2.0343 6.6099 1.9210
H 3.7082 5.7355 0.4479
H 2.8779 4.3476 1.1339
H 2.0483 5.5487 -1.5662
H 3.3712 4.3684 -1.4287
H 1.7018 2.8516 -1.6235

(3)
84
Properties=species:S:1:pos:R:3 method="wB97M-V/def2-TZVPD" homo_lumo_gap_ha="0.2556 / 0.2128" e_tot_ha=-3118.706697 charge=+1 spin_multiplicity=8 e_lumo_ev="-2.5 / -3.7"
Gd -0.9910 -1.0022 -0.2153
C -1.6250 1.0427 0.9775
C -1.4930 1.4070 -0.3974
C -3.0997 -0.2695 -0.2636
C -2.6266 0.0116 1.0742
C -2.3778 0.6054 -1.1838
C -0.8734 1.7067 2.0809
H -0.1565 2.4348 1.6910
H -0.2581 0.9991 2.6354
H -1.5237 2.2130 2.8102
C -2.9904 -0.7359 2.3086
H -2.5541 -0.2541 3.1879
H -2.6337 -1.7803 2.3092
H -4.0818 -0.7473 2.4367
C -3.7136 -1.5704 -0.6281
H -4.6734 -1.6409 -0.0988
H -3.1090 -2.4634 -0.3193
H -3.8703 -1.6643 -1.7108
C -2.4098 0.6407 -2.6771
H -3.3389 1.1077 -3.0343
H -2.3293 -0.3579 -3.1312
H -1.5718 1.2350 -3.0621
C -0.6611 2.5445 -0.8912
H -1.2665 3.3921 -1.2659
H 0.0300 2.2227 -1.6847
H -0.0422 2.9477 -0.0855
C 2.9461 -0.1255 0.4789
C 2.5717 1.1498 0.6404
C 2.7281 2.2762 -0.3253
C 3.0924 1.8576 -1.7593
C 2.1134 0.9418 -2.4231
C 2.0263 -0.3952 -2.4304
C 2.8874 -1.3826 -1.7234
C 3.7540 -0.7795 -0.5988
H 3.4772 2.9850 0.0556
H 4.1238 1.4929 -1.7738
H 1.7815 2.8327 -0.3474
H 4.5339 -0.1318 -1.0236
H 2.6028 -0.8396 1.2434
H 2.0985 1.4167 1.5958
H 4.2749 -1.6269 -0.1162
H 2.2624 -2.1932 -1.3059
H 1.2264 -0.8612 -3.0263
H 3.5654 -1.9095 -2.4400
H 3.0983 2.7780 -2.3622
H 1.3592 1.4624 -3.0279
P 4.9658 -3.0366 -3.7130
P 3.7018 -4.4170 -6.1040
C 6.1835 -3.7996 -4.9294
C 5.4983 -4.8477 -5.7971
H 7.0098 -4.2399 -4.3481
H 6.5814 -2.9791 -5.5455
H 6.0120 -4.9523 -6.7658
H 5.4930 -5.8183 -5.2806
C 3.3395 -5.9647 -7.0382
H 2.3337 -5.9003 -7.4622
H 3.3584 -6.8072 -6.3400
H 4.0709 -6.1355 -7.8365
C 4.0299 -3.3257 -7.5528
H 4.7666 -3.7805 -8.2232
H 4.3937 -2.3550 -7.2077
H 3.0904 -3.1634 -8.0879
C 5.6341 -3.8891 -2.2157
H 5.1776 -3.4767 -1.3056
H 6.7284 -3.7773 -2.1808
H 5.3689 -4.9548 -2.2902
C 5.8064 -1.3948 -3.6268
H 5.6944 -0.9123 -4.6118
H 6.8755 -1.5252 -3.3939
H 5.3361 -0.7436 -2.8756
Cl -1.7429 0.9070 5.4802
C -0.3377 0.3833 6.2853
C -0.3030 0.4292 7.6654
C 0.8241 -0.0623 8.3580
C 1.9257 -0.5624 7.6474
C 1.9443 -0.5431 6.2673
C 0.7820 -0.1319 5.5326
C 0.7266 -0.3264 4.1686
H -1.1531 0.8308 8.2092
H 0.8250 -0.0597 9.4498
H 2.7801 -0.9723 8.1905
H 2.8062 -0.9029 5.7020
H 1.6075 -0.6627 3.6294
H -0.2469 -0.3534 3.6726

| no. | molecular weight (g/mol) |
| --- | --- |
| 1 | 735.70 |
| 2 | 759.56 |
| 3 | 676.38 |